# C45H92IO8S

A cluster of 9 separate species, C45H92IO8S in total (ωB97M-V with the def2-TZVPD basis set, the OMol25 dataset).

Multiplicity   1
Highest occupied orbital energy   -10.326 eV
Charge   +1
E_tot   -3066.949639 a.u.
LUMO   -3.4 eV

Each line ends with the Löwdin charge.
Cartesian coordinates (Å):
C: 10.18 3.57 1.24  -0.155
C: 10.97 2.61 2.31  -0.263
C: 10.56 1.02 2.24  -0.216
C: 8.97 0.87 2.62  -0.226
C: 8.15 -0.27 1.77  -0.220
C: 8.44 -0.27 0.16  -0.228
C: 8.06 1.13 -0.62  -0.195
C: 6.61 0.95 -1.43  -0.201
C: 5.69 2.27 -1.09  -0.223
C: 6.24 3.63 -1.83  -0.196
C: 5.68 5.02 -1.14  -0.210
C: 6.22 5.22 0.43  -0.192
C: 4.90 5.82 1.26  -0.210
C: 3.83 4.62 1.66  -0.195
C: 2.36 5.36 1.86  -0.210
C: 1.22 4.52 0.98  -0.220
C: -0.29 4.98 1.47  -0.225
C: -1.05 3.64 2.12  -0.375
S: -1.48 2.40 0.76  1.011
C: -2.87 1.23 1.35  -0.371
C: -4.18 1.25 0.33  -0.326
C: -5.49 0.46 0.97  -0.645
I: -7.18 0.36 -0.45  0.736
H: 10.39 3.33 0.11  0.080
H: 9.00 3.56 1.35  0.045
H: 10.51 4.69 1.50  0.087
H: 10.67 3.00 3.39  0.118
H: 12.14 2.71 2.19  0.114
H: 10.89 0.50 1.25  0.101
H: 11.16 0.48 3.11  0.116
H: 8.92 0.54 3.77  0.117
H: 8.35 1.86 2.56  0.094
H: 7.00 -0.03 1.92  0.110
H: 8.32 -1.34 2.26  0.116
H: 9.55 -0.58 -0.12  0.103
H: 7.74 -1.11 -0.31  0.101
H: 8.01 2.08 0.07  0.077
H: 8.87 1.27 -1.48  0.118
H: 6.75 0.85 -2.59  0.101
H: 6.01 0.00 -1.03  0.110
H: 5.71 2.38 0.10  0.099
H: 4.58 2.03 -1.44  0.083
H: 7.43 3.65 -1.94  0.122
H: 5.81 3.62 -2.93  0.102
H: 4.49 4.97 -1.13  0.102
H: 6.01 5.97 -1.74  0.110
H: 7.10 6.01 0.45  0.119
H: 6.60 4.21 0.89  0.088
H: 5.33 6.27 2.25  0.093
H: 4.41 6.65 0.56  0.118
H: 3.82 3.81 0.78  0.099
H: 4.16 4.03 2.64  0.127
H: 2.36 6.48 1.47  0.124
H: 2.11 5.36 3.01  0.102
H: 1.36 4.76 -0.17  0.127
H: 1.41 3.35 1.13  0.108
H: -0.88 5.37 0.51  0.126
H: -0.24 5.79 2.32  0.126
H: -2.02 4.04 2.68  0.127
H: -0.30 3.13 2.87  0.120
H: -0.32 1.59 0.60  0.051
H: -3.21 1.53 2.45  0.126
H: -2.42 0.15 1.40  0.115
H: -4.53 2.33 0.06  0.117
H: -3.88 0.63 -0.64  0.111
H: -5.22 -0.66 1.28  0.078
H: -5.86 1.03 1.95  0.075
C: -9.29 -4.42 -1.97  -0.014
C: -8.15 -4.69 -1.02  -0.461
O: -7.88 -5.83 -0.66  0.029
C: -7.35 -3.50 -0.54  -0.050
H: -9.77 -5.37 -2.23  0.088
H: -10.03 -3.77 -1.49  0.089
H: -8.91 -3.96 -2.88  0.087
H: -8.00 -2.81 0.00  0.054
H: -6.89 -3.00 -1.40  0.067
H: -6.56 -3.85 0.13  0.068
C: -9.18 -7.86 0.93  -0.041
C: -10.45 -8.65 1.07  -0.478
O: -11.51 -8.11 1.39  0.041
C: -10.38 -10.13 0.81  -0.024
H: -9.39 -6.81 1.15  0.083
H: -8.43 -8.22 1.64  0.081
H: -8.81 -7.94 -0.09  0.080
H: -9.68 -10.60 1.52  0.086
H: -10.06 -10.31 -0.22  0.087
H: -11.37 -10.58 0.96  0.086
C: 2.31 3.14 -4.19  -0.003
C: 1.90 2.63 -2.83  -0.465
O: 2.71 2.49 -1.93  0.019
C: 0.44 2.30 -2.63  -0.018
H: 3.39 3.34 -4.19  0.084
H: 2.10 2.39 -4.95  0.096
H: 1.78 4.07 -4.41  0.091
H: 0.15 1.51 -3.33  0.086
H: -0.17 3.19 -2.79  0.091
H: 0.29 1.94 -1.61  0.034
C: 7.54 -2.38 -4.29  -0.025
C: 6.14 -1.92 -4.62  -0.493
O: 5.85 -0.73 -4.62  0.037
C: 5.12 -2.98 -4.95  -0.029
H: 8.17 -1.51 -4.07  0.083
H: 7.52 -3.02 -3.41  0.086
H: 7.96 -2.92 -5.14  0.087
H: 4.99 -3.65 -4.09  0.085
H: 5.44 -3.54 -5.83  0.087
H: 4.16 -2.50 -5.17  0.082
C: -14.32 -6.61 0.31  -0.029
C: -14.80 -5.19 0.33  -0.494
O: -15.57 -4.76 -0.52  0.044
C: -14.29 -4.30 1.44  -0.030
H: -14.77 -7.13 -0.55  0.086
H: -13.23 -6.64 0.20  0.066
H: -14.63 -7.12 1.23  0.090
H: -13.20 -4.23 1.38  0.081
H: -14.59 -4.71 2.41  0.086
H: -14.71 -3.30 1.33  0.082
C: -3.16 -1.96 -3.79  -0.023
C: -2.91 -0.62 -4.42  -0.494
O: -1.79 -0.28 -4.78  0.043
C: -4.10 0.29 -4.60  -0.022
H: -2.21 -2.51 -3.72  0.087
H: -3.55 -1.83 -2.78  0.076
H: -3.85 -2.54 -4.40  0.091
H: -4.54 0.52 -3.63  0.069
H: -4.84 -0.19 -5.25  0.092
H: -3.78 1.22 -5.07  0.087
C: 4.63 9.40 4.93  -0.024
C: 4.85 7.92 4.81  -0.491
O: 5.91 7.46 4.38  0.043
C: 3.73 7.02 5.25  -0.031
H: 5.53 9.93 4.58  0.088
H: 3.78 9.71 4.32  0.085
H: 4.46 9.67 5.98  0.088
H: 2.84 7.21 4.65  0.073
H: 3.52 7.17 6.31  0.088
H: 4.03 5.97 5.11  0.081
C: -3.12 -7.04 1.55  -0.028
C: -4.52 -6.57 1.22  -0.480
O: -4.81 -5.38 1.21  0.036
C: -5.54 -7.63 0.89  -0.022
H: -2.50 -6.17 1.76  0.080
H: -3.15 -7.68 2.43  0.088
H: -2.70 -7.57 0.70  0.087
H: -5.67 -8.30 1.74  0.090
H: -5.22 -8.19 0.01  0.096
H: -6.50 -7.15 0.67  0.043



# C46H96O10S7

A cluster of 8 separate species, C46H96O10S7 in total (ωB97M-V with the def2-TZVPD basis set, the OMol25 dataset).

Multiplicity   1
Highest occupied orbital energy   -7.992 eV
E_tot   -5349.658713 a.u.
LUMO   -0.9 eV

Each line ends with the Löwdin charge.
Cartesian coordinates (Å):
C: 0.23 -0.27 2.39  0.018
C: -1.08 -0.02 2.69  -0.136
C: -2.28 -0.24 1.82  -0.131
C: -2.00 -0.83 0.47  -0.094
C: -2.10 -0.18 -0.69  -0.074
C: -2.34 1.31 -0.77  -0.102
C: -1.07 1.95 -0.17  -0.182
C: -0.76 3.43 -0.46  -0.179
C: 0.76 3.64 -0.49  -0.221
C: 1.45 2.96 0.71  -0.209
C: 2.55 3.80 1.37  -0.188
C: 3.92 3.70 0.67  -0.197
C: 4.48 5.07 0.23  -0.220
C: 6.02 5.09 0.23  -0.256
C: 6.61 4.14 -0.83  -0.098
C: -1.91 -0.93 -1.97  -0.223
O: -2.36 -0.50 -3.01  0.083
C: -1.18 -2.24 -1.95  -0.086
C: -0.73 -2.77 -3.27  -0.132
C: 0.56 -3.58 -3.27  -0.187
C: 0.75 -4.40 -4.56  -0.183
C: 1.64 -3.78 -5.65  -0.196
C: 2.94 -3.13 -5.16  -0.193
C: 3.01 -1.60 -5.36  -0.186
C: 1.65 -0.90 -5.27  -0.209
C: 1.08 -0.50 -6.64  -0.216
C: -0.11 0.47 -6.56  -0.188
C: -1.26 -0.14 -5.72  -0.189
C: -2.66 -0.01 -6.37  -0.152
C: -3.77 0.30 -5.34  -0.229
O: -4.99 -0.38 -5.63  -0.192
C: -5.64 0.11 -6.78  -0.127
C: -1.04 -2.84 -0.76  0.076
C: -1.60 -2.26 0.47  -0.323
O: -1.74 -2.94 1.47  0.067
H: 0.73 0.23 1.57  0.037
H: 0.80 -0.92 3.05  0.048
H: -1.32 0.41 3.67  0.101
H: -2.86 0.69 1.71  0.117
H: -2.93 -0.92 2.38  0.121
H: -3.22 1.59 -0.20  0.122
H: -2.49 1.62 -1.80  0.115
H: -0.22 1.35 -0.51  0.120
H: -1.12 1.84 0.92  0.090
H: -1.23 3.78 -1.38  0.099
H: -1.15 4.04 0.36  0.117
H: 1.17 3.20 -1.41  0.108
H: 1.01 4.70 -0.48  0.080
H: 0.73 2.68 1.49  0.099
H: 1.94 2.04 0.36  0.089
H: 2.25 4.85 1.45  0.104
H: 2.67 3.44 2.39  0.093
H: 3.81 3.09 -0.23  0.074
H: 4.64 3.20 1.31  0.092
H: 4.12 5.30 -0.77  0.099
H: 4.14 5.82 0.94  0.103
H: 6.34 6.12 0.04  0.097
H: 6.35 4.80 1.23  0.098
H: 5.83 3.77 -1.49  0.062
H: 7.34 4.67 -1.45  0.064
H: 7.11 3.29 -0.37  0.067
H: -1.54 -3.40 -3.67  0.140
H: -0.67 -1.93 -3.96  0.072
H: 0.53 -4.29 -2.44  0.100
H: 1.39 -2.90 -3.05  0.079
H: 1.15 -5.38 -4.29  0.105
H: -0.23 -4.59 -4.99  0.106
H: 1.91 -4.60 -6.32  0.105
H: 1.04 -3.10 -6.25  0.087
H: 3.78 -3.57 -5.71  0.101
H: 3.12 -3.38 -4.11  0.096
H: 3.65 -1.21 -4.57  0.090
H: 3.50 -1.37 -6.31  0.103
H: 1.73 0.02 -4.68  0.119
H: 0.93 -1.54 -4.76  0.065
H: 1.89 -0.03 -7.21  0.108
H: 0.75 -1.37 -7.22  0.105
H: 0.22 1.43 -6.17  0.111
H: -0.48 0.62 -7.57  0.099
H: -1.07 -1.20 -5.57  0.089
H: -1.28 0.34 -4.74  0.100
H: -2.64 0.75 -7.15  0.102
H: -2.94 -0.97 -6.80  0.117
H: -3.46 -0.05 -4.36  0.079
H: -3.93 1.37 -5.30  0.118
H: -5.32 1.13 -7.01  0.085
H: -5.46 -0.53 -7.64  0.082
H: -6.72 0.12 -6.58  0.081
H: -0.56 -3.81 -0.65  0.116
C: -3.14 -3.63 4.21  -0.287
S: -4.90 -3.31 4.17  0.791
O: -5.33 -3.05 5.58  -0.561
C: -5.39 -4.98 3.77  -0.257
H: -2.63 -2.71 4.48  0.050
H: -2.93 -4.40 4.95  0.059
H: -2.81 -3.94 3.22  0.024
H: -5.01 -5.66 4.54  0.062
H: -4.98 -5.24 2.79  0.057
H: -6.47 -5.03 3.74  0.010
C: 2.28 6.41 -3.41  -0.261
S: 0.66 5.66 -3.22  0.784
O: 0.50 4.70 -4.35  -0.537
C: -0.29 7.12 -3.66  -0.261
H: 3.02 5.64 -3.22  0.042
H: 2.38 6.80 -4.42  0.058
H: 2.39 7.21 -2.67  0.055
H: -0.01 7.46 -4.65  0.058
H: -0.11 7.90 -2.92  0.054
H: -1.35 6.84 -3.64  0.051
C: 1.19 -4.30 2.07  -0.265
S: 0.71 -4.41 3.79  0.798
O: 1.41 -3.31 4.50  -0.554
C: 1.62 -5.92 4.14  -0.268
H: 0.75 -3.39 1.66  0.021
H: 2.28 -4.26 2.00  0.055
H: 0.80 -5.16 1.53  0.060
H: 2.68 -5.77 3.91  0.057
H: 1.22 -6.73 3.53  0.053
H: 1.50 -6.15 5.19  0.049
C: -1.61 2.10 8.35  -0.272
S: -0.42 2.55 7.09  0.790
O: -1.16 2.71 5.81  -0.558
C: 0.41 0.96 7.02  -0.261
H: -2.26 2.95 8.51  0.049
H: -2.20 1.24 8.01  0.060
H: -1.09 1.86 9.27  0.053
H: -0.31 0.18 6.76  0.063
H: 0.88 0.75 7.98  0.058
H: 1.18 1.02 6.25  0.016
C: -10.71 -4.22 5.58  -0.274
S: -9.52 -3.88 4.28  0.814
O: -8.64 -5.07 4.18  -0.560
C: -8.62 -2.62 5.18  -0.270
H: -11.36 -5.03 5.23  0.048
H: -10.18 -4.54 6.48  0.059
H: -11.30 -3.33 5.77  0.051
H: -8.23 -3.03 6.12  0.062
H: -9.29 -1.78 5.37  0.054
H: -7.78 -2.28 4.57  0.032
C: 4.29 -2.26 -0.47  -0.256
S: 3.20 -0.85 -0.66  0.802
O: 2.49 -1.04 -1.95  -0.543
C: 4.51 0.36 -0.94  -0.259
H: 3.66 -3.14 -0.32  0.041
H: 4.89 -2.39 -1.37  0.059
H: 4.92 -2.11 0.41  0.058
H: 5.10 0.05 -1.80  0.062
H: 5.13 0.43 -0.05  0.063
H: 4.03 1.31 -1.14  0.024
C: 3.69 1.63 5.36  -0.280
S: 5.14 1.95 4.34  0.785
O: 5.94 0.70 4.32  -0.547
C: 5.93 3.08 5.49  -0.266
H: 3.07 0.91 4.83  0.045
H: 4.01 1.22 6.32  0.063
H: 3.13 2.56 5.50  0.055
H: 6.09 2.57 6.44  0.058
H: 5.31 3.96 5.62  0.054
H: 6.89 3.37 5.06  0.049



The lowest highest occupied orbital energy belongs to which entry? C45H92IO8S



Which formula does entry 1 have? C45H92IO8S



Which formula does entry 2 have? C46H96O10S7



What is the multiplicity in the second record? 1